1.
This record from the OMol25 dataset describes a molecular structure, C15H10I3N2O2OsS in a non-equilibrium geometry. The level of theory is ωB97M-V/def2-TZVPD.

The multiplicity is 5. The expectation value of S² is 6.06. For the molar mass, the calculation gives 853.27 g mol⁻¹. The value obtained for the frontier orbital gap (alpha / beta) is 6.97 / 4.98 eV. As for the relative energy (zero: lowest compared OMol25 entry of this formula, charge and spin): 68.6 kJ/mol. Its total charge is +1.

Each line ends with the Mulliken charge.
Element x y z (Å)
Os1 0.718 0.676 -0.583  1.18
I1 -3.408 -1.876 -2.465  0.14
C1 -3.350 -0.250 -1.158  -0.61
C2 -4.480 0.238 -0.523  -0.26
C3 -4.393 1.286 0.372  -0.39
I2 -6.171 1.960 1.282  0.14
C4 -3.137 1.866 0.707  0.92
C5 -2.929 2.851 1.686  -0.38
C6 -1.649 3.292 1.938  -0.98
C7 -0.578 2.772 1.218  0.08
N1 -0.724 1.824 0.292  -0.08
C8 -1.987 1.376 0.038  -0.02
C9 -2.076 0.310 -0.921  0.94
O1 -1.014 -0.120 -1.469  -0.93
H1 -5.442 -0.218 -0.714  0.39
H2 -3.758 3.257 2.244  0.26
H3 -1.459 4.038 2.694  0.41
H4 0.426 3.134 1.399  0.38
O2 1.942 -0.582 -1.548  -0.48
N2 2.363 -1.731 -1.057  0.47
C10 3.197 -2.466 -1.818  -0.23
C11 3.751 -3.629 -1.355  -0.73
C12 3.436 -4.073 -0.069  -0.18
C13 2.556 -3.338 0.684  -0.77
C14 2.006 -2.153 0.186  0.79
S1 0.888 -1.272 1.139  -0.42
H5 3.395 -2.064 -2.799  0.46
H6 4.427 -4.189 -1.980  0.42
H7 3.870 -4.974 0.328  0.43
H8 2.264 -3.634 1.677  0.41
I3 4.280 1.230 -0.610  0.05
C15 2.336 1.835 0.115  -1.51
H9 2.279 2.896 -0.134  0.55
H10 2.422 1.727 1.203  0.55

2.
This record from the OMol25 dataset describes 2 unconnected molecules or ions with the total composition C9H14S in a non-equilibrium geometry. The level of theory is ωB97M-V/def2-TZVPD.

For the molar mass, the calculation gives 154.28 g mol⁻¹. The value obtained for the frontier orbital gap is 9.26 eV. As for the relative energy (zero: lowest compared OMol25 entry of this formula, charge and spin): 188.5 kJ/mol. As for the SMILES: Cc1ccccc1.CSC. Its total charge is 0.

Each line ends with the Mulliken charge.
Element x y z (Å)
C1 3.267 -0.684 0.806  -0.99
C2 1.653 -2.959 1.495  -0.82
S1 1.605 -1.281 0.742  0.01
H1 3.647 -0.820 1.848  0.30
H2 3.791 -0.925 -0.123  0.31
H3 3.420 0.342 0.686  0.38
H4 0.831 -3.659 1.167  0.28
H5 1.536 -2.698 2.594  0.24
H6 2.551 -3.377 1.155  0.30
C3 -1.711 -0.726 -2.036  -1.29
C4 -1.445 0.426 -1.093  0.86
C5 -2.122 0.507 0.178  -0.39
C6 -0.716 1.599 -1.451  -0.34
C7 -2.071 1.584 0.886  -0.46
C8 -0.678 2.739 -0.677  -0.34
C9 -1.382 2.769 0.494  -0.46
H7 -2.044 -1.711 -1.501  0.29
H8 -0.767 -0.739 -2.526  0.37
H9 -2.755 -0.425 0.383  0.18
H10 -0.093 1.580 -2.360  0.25
H11 -2.500 1.642 1.853  0.38
H12 -0.036 3.678 -0.897  0.25
H13 -1.379 3.663 1.065  0.41
H14 -2.601 -0.526 -2.688  0.30

3.
This record from the OMol25 dataset describes a molecular structure, C23H39N7O6P3S2Sr. The level of theory is ωB97M-V/def2-TZVPD.

For the molar mass, the calculation gives 754.28 g mol⁻¹. The value obtained for the frontier orbital gap is 6.54 eV. As for the relative energy (zero: lowest compared OMol25 entry of this formula, charge and spin): 0.0 kJ/mol. Its total charge is -1.

Each line ends with the Mulliken charge.
Element x y z (Å)
Sr1 -0.440 0.538 -0.320  0.50
C1 1.640 4.358 -0.526  -1.35
P1 1.785 2.631 -1.125  1.16
C2 3.492 2.230 -0.587  -1.39
C3 2.056 2.948 -2.914  -1.16
C4 2.383 1.700 -3.734  -1.17
P2 1.050 0.403 -3.722  0.86
C5 1.543 -0.403 -5.327  -1.45
C6 1.595 -0.702 -2.434  -0.90
H1 2.446 4.995 -0.901  0.44
H2 1.656 4.356 0.565  0.34
H3 0.676 4.760 -0.841  0.31
H4 4.214 2.977 -0.931  0.46
H5 3.772 1.254 -0.985  0.29
H6 3.517 2.167 0.502  0.27
H7 2.844 3.704 -3.018  0.49
H8 1.126 3.388 -3.284  0.32
H9 3.327 1.251 -3.404  0.35
H10 2.525 2.002 -4.776  0.46
H11 2.607 -0.666 -5.325  0.33
H12 1.333 0.243 -6.185  0.40
H13 0.960 -1.319 -5.437  0.36
H14 2.627 -1.063 -2.600  0.28
H15 0.948 -1.584 -2.449  -0.21
H16 1.916 -0.659 -0.620  0.00
O1 -1.553 2.768 -0.362  -0.56
N1 -2.823 2.994 -0.612  0.40
C7 -3.396 4.040 0.032  -0.29
C8 -4.715 4.361 -0.123  -0.69
C9 -5.486 3.576 -0.991  -0.21
C10 -4.895 2.528 -1.642  -0.83
C11 -3.530 2.189 -1.473  0.24
S1 -2.799 0.884 -2.280  -0.25
H17 -2.706 4.564 0.676  0.42
H18 -5.127 5.201 0.417  0.41
H19 -6.536 3.791 -1.144  0.37
H20 -5.458 1.895 -2.313  0.43
N2 4.291 -4.234 0.207  -0.63
C12 2.898 -4.143 0.298  1.24
C13 2.130 -3.885 -0.834  -0.71
C14 0.761 -3.719 -0.728  -0.75
C15 0.144 -3.798 0.507  -0.30
C16 0.892 -4.114 1.632  -0.11
C17 2.263 -4.270 1.533  -0.81
S2 -1.599 -3.525 0.627  1.18
O2 -2.208 -4.260 -0.449  -0.74
O3 -1.985 -3.870 1.987  -0.75
N3 -1.685 -1.916 0.455  0.22
C18 -2.880 -1.339 0.683  0.44
N4 -4.046 -2.018 0.608  -0.68
C19 -5.153 -1.333 0.801  -0.39
C20 -5.187 0.030 1.095  -0.71
C21 -3.953 0.637 1.213  -0.88
N5 -2.814 -0.021 1.028  0.10
H21 4.631 -4.446 -0.718  0.22
H22 4.716 -4.826 0.903  0.22
H23 2.609 -3.773 -1.799  0.10
H24 0.168 -3.513 -1.609  0.64
H25 0.394 -4.244 2.582  0.47
H26 2.851 -4.492 2.418  0.31
H27 -6.076 -1.901 0.722  0.45
H28 -6.109 0.573 1.232  0.40
H29 -3.854 1.685 1.479  0.66
N6 3.250 0.792 2.714  -0.45
C22 2.406 -0.250 3.303  -0.45
P3 0.651 0.245 3.415  0.70
O4 0.347 0.844 4.756  -0.89
O5 0.098 0.906 2.193  -0.66
C23 -0.107 -1.443 3.405  0.63
N7 -1.574 -1.178 3.440  -0.05
H30 4.232 0.562 2.802  0.19
H31 3.106 1.681 3.177  0.25
H32 2.455 -0.142 0.772  -0.04
H33 2.683 -0.563 4.317  0.33
H34 2.449 -1.134 2.655  -0.04
H35 0.155 -2.052 4.269  0.62
H36 0.090 -1.959 2.476  -1.18
H37 -1.769 -0.600 4.260  0.44
H38 -2.121 -2.041 3.430  0.46
H39 -1.840 -0.654 2.577  -0.01
O6 1.718 -0.596 0.362  0.54

4.
This record from the OMol25 dataset describes a gas-phase ion, C5H7O5S2 (charge -1) in a non-equilibrium geometry. The level of theory is ωB97M-V/def2-TZVPD.

For the molar mass, the calculation gives 211.24 g mol⁻¹. The value obtained for the frontier orbital gap is 7.26 eV. As for the relative energy (zero: lowest compared OMol25 entry of this formula, charge and spin): 174.2 kJ/mol. Its total charge is -1.

Each line ends with the Mulliken charge.
Element x y z (Å)
C1 1.433 0.961 -1.135  0.57
C2 2.000 1.790 -0.185  -0.47
C3 -0.418 -0.367 0.656  0.87
C4 -2.646 -0.912 -0.358  -1.15
C5 -1.837 0.176 0.280  -0.25
O1 1.952 -0.417 -1.321  -0.27
O2 0.460 1.321 -1.898  -0.75
O3 2.457 -2.489 -0.111  -0.55
O4 0.080 -1.183 -0.177  -0.33
O5 0.173 -0.173 1.718  -0.69
S1 3.061 1.117 1.152  -0.34
S2 1.781 -1.232 0.023  0.39
H1 1.570 2.748 0.056  0.37
H2 -2.217 -1.124 -1.355  0.24
H3 -3.604 -0.615 -0.424  0.48
H4 -2.568 -1.801 0.302  0.27
H5 -2.229 0.564 1.267  0.27
H6 -1.605 0.998 -0.415  0.19
H7 2.157 0.639 1.926  0.14

5.
This record from the OMol25 dataset describes 3 unconnected molecules or ions with the total composition C7H21N4 in a non-equilibrium geometry. The level of theory is ωB97M-V/def2-TZVPD.

For the molar mass, the calculation gives 161.27 g mol⁻¹. The value obtained for the frontier orbital gap is 8.90 eV. As for the relative energy (zero: lowest compared OMol25 entry of this formula, charge and spin): 291.8 kJ/mol. Its total charge is +1.

Each line ends with the Mulliken charge.
Element x y z (Å)
C1 0.776 -2.428 -1.170  -1.20
C2 0.023 1.184 1.170  -1.07
C3 -3.439 -2.249 -0.209  -0.83
C4 3.907 2.880 0.786  -0.78
C5 1.216 -1.113 -0.485  -0.36
C6 -0.034 -0.263 -0.675  -0.67
C7 -2.718 0.281 -0.320  -0.02
N1 -3.378 0.905 0.602  -0.34
N2 -0.644 0.573 0.096  -0.11
N3 -2.764 -1.072 -0.649  -0.19
N4 3.786 1.553 0.096  -0.45
H1 1.617 -3.110 -1.307  0.39
H2 0.279 -2.112 -2.169  0.27
H3 -0.056 -2.855 -0.583  0.24
H4 0.680 2.069 0.797  0.23
H5 -0.678 1.525 1.890  0.36
H6 0.594 0.548 1.779  0.42
H7 -2.858 -3.215 -0.256  0.29
H8 -3.602 -2.019 0.831  0.37
H9 -4.341 -2.421 -0.860  0.27
H10 2.950 3.152 1.088  0.24
H11 4.521 2.896 1.677  0.29
H12 4.182 3.597 0.017  0.33
H13 1.556 -1.073 0.534  0.46
H14 1.972 -0.696 -1.141  0.28
H15 -0.569 -0.424 -1.642  0.79
H16 -3.836 0.455 1.346  0.24
H17 -3.012 1.892 0.673  0.29
H18 -2.299 0.772 -1.118  0.66
H19 -2.001 -1.448 -1.239  0.20
H20 4.624 1.325 -0.373  0.21
H21 3.546 0.892 0.811  0.17

6.
This record from the OMol25 dataset describes C6H9Cl in the gas phase in a non-equilibrium geometry. The level of theory is ωB97M-V/def2-TZVPD.

The multiplicity is 3. The expectation value of S² is 2.01. For the molar mass, the calculation gives 116.59 g mol⁻¹. The value obtained for the frontier orbital gap (alpha / beta) is 6.26 / 7.58 eV. As for the relative energy (zero: lowest compared OMol25 entry of this formula, charge and spin): 179.1 kJ/mol. Its total charge is 0.

Each line ends with the Mulliken charge.
Element x y z (Å)
C1 -0.339 -1.174 -1.418  -0.87
C2 -0.599 -0.356 -0.451  0.22
C3 1.829 0.426 0.033  -0.54
C4 1.174 0.264 1.345  -0.62
C5 0.364 0.685 0.121  0.61
C6 -2.052 -0.162 0.113  -1.12
Cl1 -0.228 2.343 -0.014  -0.22
H1 -1.067 -2.078 -1.654  0.26
H2 0.673 -1.048 -1.838  0.36
H3 2.623 1.302 -0.083  0.21
H4 2.331 -0.311 -0.624  0.25
H5 0.909 -0.676 1.636  0.27
H6 1.556 0.951 2.236  0.24
H7 -2.015 0.767 0.784  0.31
H8 -2.651 0.114 -0.776  0.32
H9 -2.508 -1.047 0.588  0.33

- The highest relative energy (zero: lowest compared OMol25 entry of this formula, charge and spin) belongs to which entry?
  C7H21N4

What did the fourth record say?
This record from the OMol25 dataset describes a gas-phase ion, C5H7O5S2 (charge -1) in a non-equilibrium geometry. The level of theory is ωB97M-V/def2-TZVPD.

For the molar mass, the calculation gives 211.24 g mol⁻¹. The value obtained for the frontier orbital gap is 7.26 eV. As for the relative energy (zero: lowest compared OMol25 entry of this formula, charge and spin): 174.2 kJ/mol. Its total charge is -1.

Each line ends with the Mulliken charge.
Element x y z (Å)
C1 1.433 0.961 -1.135  0.57
C2 2.000 1.790 -0.185  -0.47
C3 -0.418 -0.367 0.656  0.87
C4 -2.646 -0.912 -0.358  -1.15
C5 -1.837 0.176 0.280  -0.25
O1 1.952 -0.417 -1.321  -0.27
O2 0.460 1.321 -1.898  -0.75
O3 2.457 -2.489 -0.111  -0.55
O4 0.080 -1.183 -0.177  -0.33
O5 0.173 -0.173 1.718  -0.69
S1 3.061 1.117 1.152  -0.34
S2 1.781 -1.232 0.023  0.39
H1 1.570 2.748 0.056  0.37
H2 -2.217 -1.124 -1.355  0.24
H3 -3.604 -0.615 -0.424  0.48
H4 -2.568 -1.801 0.302  0.27
H5 -2.229 0.564 1.267  0.27
H6 -1.605 0.998 -0.415  0.19
H7 2.157 0.639 1.926  0.14